Molecular formula: C35H37N5P2PtSeTe
Method: DFT, ωB97M-V with the def2-TZVPD basis set

* highest occupied orbital energy: -12.3 eV
* total energy: -138796.2891 eV
* energy above the lowest of the compared OMol25 structures with the same formula, charge and spin: 4.7 kJ/mol
* gap between HOMO and LUMO: 5.2 eV
* LUMO energy: -7.07 eV
* charge: +2

Last column: Löwdin charge in e.
Cartesian coordinates (Å):
Pt 0.309 -0.059 -0.534  0.9254
N 2.192 0.732 -0.279  -0.1078
C 3.053 0.493 -1.493  -0.1550
C 2.390 -0.428 -2.520  -0.1934
N 1.403 -1.294 -1.825  -0.1957
C 0.473 -2.097 -2.672  -0.1564
C -0.854 -1.369 -2.805  -0.2062
N -1.331 -0.950 -1.443  -0.0994
H 2.085 1.755 -0.164  0.0263
H 2.648 0.384 0.559  0.0848
H 4.008 0.096 -1.155  0.1275
H 3.240 1.457 -1.962  0.1242
H 3.138 -1.032 -3.037  0.1362
H 1.843 0.167 -3.249  0.0528
H 1.911 -1.938 -1.226  0.1295
H 0.328 -3.057 -2.175  0.1298
H 0.910 -2.291 -3.652  0.1393
H -1.598 -2.002 -3.291  0.1328
H -0.731 -0.455 -3.382  0.0455
H -1.725 -1.742 -0.942  0.0735
H -2.092 -0.285 -1.558  0.0742
Te -0.971 0.474 4.626  1.4710
C -2.982 0.288 5.243  -0.5554
C -3.300 -0.470 6.357  -0.1213
C -4.641 -0.575 6.718  -0.1258
N -5.629 -0.008 6.039  0.0898
C -5.308 0.734 4.981  -0.1283
C -4.004 0.925 4.547  -0.1304
C -1.378 -0.002 2.598  -0.8160
P -2.453 -1.219 2.335  1.0590
C -3.474 -1.242 0.889  -0.3771
C -3.838 -2.469 0.318  -0.0888
C -4.641 -2.480 -0.810  -0.0455
C -5.091 -1.280 -1.355  -0.0302
C -4.753 -0.065 -0.771  -0.0420
C -3.950 -0.040 0.360  -0.0794
C -2.995 -2.362 3.562  -0.3877
C -2.064 -3.093 4.305  -0.0929
C -2.516 -4.000 5.244  -0.0439
C -3.883 -4.172 5.442  -0.0278
C -4.807 -3.445 4.703  -0.0421
C -4.369 -2.539 3.752  -0.0753
P -0.507 1.025 1.326  0.8232
C -1.572 2.472 1.167  -0.3854
C -2.098 2.775 -0.086  -0.1470
C -2.954 3.855 -0.240  -0.0443
C -3.291 4.634 0.858  -0.0390
C -2.761 4.344 2.110  -0.0480
C -1.901 3.270 2.268  -0.1103
C 0.946 1.510 2.299  -0.4850
C 1.340 2.834 2.437  -0.0871
C 2.490 3.135 3.159  -0.0302
C 3.242 2.125 3.737  -0.0409
C 2.860 0.795 3.587  -0.0664
C 1.720 0.487 2.864  -0.2226
H -2.543 -0.988 6.933  0.1046
H -4.925 -1.161 7.585  0.1205
H -6.133 1.209 4.461  0.1168
H -3.802 1.562 3.693  0.0872
H -3.502 -3.400 0.758  0.1220
H -4.930 -3.421 -1.257  0.1226
H -5.729 -1.296 -2.229  0.1245
H -5.131 0.862 -1.181  0.1250
H -3.705 0.902 0.833  0.0969
H -1.002 -2.950 4.148  0.1071
H -1.808 -4.580 5.819  0.1214
H -4.230 -4.883 6.180  0.1237
H -5.867 -3.578 4.869  0.1253
H -5.086 -1.967 3.176  0.1206
H -1.809 2.196 -0.953  0.0092
H -3.338 4.099 -1.221  0.1206
H -3.954 5.480 0.737  0.1194
H -3.004 4.966 2.960  0.1187
H -1.474 3.069 3.242  0.0669
H 0.772 3.629 1.971  0.1017
H 2.794 4.168 3.264  0.1232
H 4.132 2.369 4.302  0.1198
H 3.450 0.005 4.034  0.1176
H 1.429 -0.552 2.736  0.0979
Se -0.047 2.147 -3.032  0.6057
C 0.759 2.964 -1.627  -0.8846
N 1.295 3.388 -0.686  0.0508